# 1
{
  "formula": "C21H24BHoO3",
  "method": "the ωB97M-V functional and the def2-TZVPD basis",
  "symbols": ["Ho", "C", "C", "C", "H", "C", "C", "H", "H", "H", "H", "C", "C", "C", "H", "C", "C", "H", "H", "H", "H", "O", "C", "C", "C", "C", "C", "H", "H", "H", "H", "H", "H", "H", "H", "H", "H", "O", "B", "O", "C", "C", "C", "C", "C", "C", "H", "H", "H", "H"],
  "xyz": [[0.555261, 0.201998, -0.436400], [-0.576773, -1.731720, -1.545463], [-1.502472, -0.643256, -1.643227], [-0.939751, 0.346475, -2.484147], [-2.504340, -0.610313, -1.197187], [0.349085, -0.106884, -2.906143], [0.553100, -1.393552, -2.363176], [1.399496, -2.063854, -2.563367], [-0.792706, -2.764710, -1.244954], [-1.441362, 1.253391, -2.841192], [1.007687, 0.420327, -3.614447], [2.150568, -0.427852, 1.400103], [2.521481, -1.172297, 0.255741], [2.996770, -0.276235, -0.732157], [2.510542, -2.276149, 0.179196], [2.915387, 1.047597, -0.206405], [2.402717, 0.950999, 1.133040], [2.294895, 1.779928, 1.832168], [1.806707, -0.836655, 2.361565], [3.422074, -0.534688, -1.712360], [3.293270, 1.952905, -0.680126], [-0.133737, 2.181774, -0.233360], [0.396072, 3.839921, -0.931325], [-1.045004, 4.236360, -0.654324], [0.826887, 3.540661, -2.331674], [1.417862, 4.316599, 0.054664], [-1.386602, 2.888417, -0.011681], [-1.613417, 4.425467, -1.575810], [-1.119620, 5.080921, 0.044441], [-1.569607, 2.954088, 1.077413], [-2.206148, 2.343135, -0.512129], [1.073449, 4.498216, -2.793352], [0.034081, 3.060099, -2.915968], [1.723192, 2.906021, -2.362384], [1.468598, 5.402613, -0.042550], [2.401300, 3.902119, -0.171089], [1.154227, 4.066958, 1.091228], [-2.192682, -1.894028, 1.351999], [-0.888174, -1.719917, 0.829124], [-0.060901, -2.774256, 1.360860], [-0.866097, -3.546873, 2.150418], [-0.609788, -4.795586, 2.631823], [-1.691660, -5.571182, 3.054243], [-2.993531, -5.042392, 3.057371], [-3.228191, -3.717980, 2.634351], [-2.163019, -3.009257, 2.147386], [0.422496, -5.173726, 2.631637], [-1.525011, -6.595239, 3.392014], [-3.829160, -5.645847, 3.392879], [-4.217453, -3.272541, 2.642733]],
  "forces_ev_per_a": [[-1.3, -0.9, 0.9], [-0.1, -0.6, -2.0], [-0.8, 0.0, -1.5], [-0.4, -0.8, -0.7], [0.6, 0.1, -0.1], [-0.3, 0.5, -1.0], [-0.6, -1.1, -0.2], [-0.3, 0.5, 0.2], [0.1, 0.6, 0.1], [0.3, -0.3, 0.5], [-0.3, -0.3, 0.5], [0.9, 0.4, 0.8], [0.9, -0.9, 0.2], [1.0, 0.3, 0.0], [-0.2, 0.9, 0.0], [0.7, -0.4, 0.9], [1.0, -0.4, -0.3], [-0.2, -0.2, -0.3], [0.0, 0.2, -0.7], [-0.4, 0.1, 0.5], [-0.3, -0.3, 0.0], [-3.2, 0.7, 1.7], [0.5, 2.3, -0.8], [1.1, -0.4, -0.3], [-0.2, 0.2, 0.8], [-0.5, -0.3, -0.7], [1.1, -1.5, 0.1], [0.0, 0.1, 0.2], [-0.1, 0.1, -0.2], [-0.2, 0.0, -0.3], [0.0, 0.2, 0.3], [0.3, 0.4, -0.7], [0.2, 0.0, 0.1], [-0.2, 0.0, 0.0], [0.3, 0.7, 0.3], [0.0, 0.0, 0.1], [0.0, 0.0, -0.2], [-0.6, -0.9, 0.8], [1.8, 2.4, 1.1], [-0.6, -1.0, 1.0], [-0.3, 0.8, -1.3], [0.7, -0.8, 0.4], [-0.7, 0.1, 0.4], [0.6, 0.2, 0.2], [-0.2, -0.5, 0.4], [0.3, -0.1, -0.9], [-0.5, 0.0, -0.1], [-0.1, 0.2, -0.1], [0.1, 0.0, 0.0], [0.0, -0.2, -0.1]],
  "homo_lumo_gap_ev": [2.85, 2.54],
  "total_charge": -2,
  "s2": 6.125,
  "multiplicity": 5,
  "homo_ev": [2.07, 2.39],
  "lumo_ev": [4.9, 4.9]
}

=====

# 2
{
  "formula": "C21H24BIN4O9P",
  "method": "the ωB97M-V functional and the def2-TZVPD basis",
  "symbols": ["C", "C", "C", "C", "C", "C", "C", "C", "C", "C", "N", "C", "C", "C", "N", "C", "N", "C", "P", "O", "I", "C", "N", "C", "H", "H", "H", "H", "H", "H", "H", "H", "H", "H", "H", "H", "H", "H", "H", "H", "H", "H", "H", "H", "H", "H", "H", "H", "B", "O", "C", "O", "C", "O", "O", "O", "C", "O", "C", "O", "O"],
  "xyz": [[-2.936580, 0.421505, 0.474584], [-2.188067, 1.708659, 0.070314], [-1.133516, 1.957326, 1.208173], [-1.376306, 1.638497, -1.271008], [-1.838987, 0.570094, -2.335413], [-0.795679, -0.553862, -2.413855], [0.362744, -0.272191, -3.095115], [1.431024, -1.256000, -3.209298], [2.655934, -0.818027, -4.018469], [3.926796, -0.567928, -3.204806], [4.270908, 0.647866, -3.038390], [1.271187, -2.485601, -2.601423], [2.395192, -3.528752, -2.663901], [3.022121, -3.677451, -1.237335], [3.709133, -2.444141, -0.793313], [0.058160, -2.839764, -1.894591], [0.001541, -4.083276, -1.338205], [-1.175585, -4.265078, -0.749430], [-1.495056, -5.926512, 0.063850], [-2.028828, -6.876235, -1.209620], [0.650756, -6.822884, 0.819919], [-2.246242, -3.325762, -0.684433], [-2.147524, -2.114617, -1.199212], [-0.964219, -1.857611, -1.825009], [-3.702496, 0.100219, -0.252303], [-3.504698, 0.665749, 1.396324], [-2.253956, -0.395190, 0.757080], [-2.872765, 2.576051, 0.117189], [-0.556339, 2.883307, 1.060697], [-0.402101, 1.125169, 1.101136], [-1.573009, 1.847698, 2.210321], [-0.325756, 1.435491, -1.010542], [-1.483911, 2.628516, -1.751398], [-2.871879, 0.219139, -2.222523], [-1.793801, 1.079215, -3.317808], [0.535951, 0.703249, -3.559780], [2.424603, 0.120545, -4.543340], [2.916107, -1.554778, -4.806527], [4.570320, -1.356890, -2.797631], [5.141950, 0.699749, -2.506155], [3.220018, -3.201435, -3.315209], [2.029161, -4.506130, -3.016832], [2.256495, -3.914433, -0.477225], [3.749918, -4.510039, -1.197483], [3.081093, -1.886486, -0.218987], [4.492122, -2.676912, -0.188008], [-1.354010, -7.549808, -1.390860], [-3.187680, -3.584031, -0.185026], [-0.920389, 5.064180, 5.097501], [-1.597521, 3.826453, 4.648156], [-2.717075, 4.178983, 4.031578], [-3.501391, 3.408753, 3.546761], [-2.838664, 5.683880, 4.043385], [-3.734067, 6.325958, 3.569781], [-1.781732, 6.190027, 4.669406], [-0.735297, 5.064961, 6.564111], [0.566089, 5.162403, 6.813781], [1.057643, 5.189122, 7.907346], [1.310098, 5.231823, 5.499742], [2.498045, 5.323414, 5.363339], [0.430015, 5.173824, 4.505989]],
  "forces_ev_per_a": [[-0.8, 0.7, 0.5], [1.1, -0.2, 1.0], [0.1, -0.9, -0.7], [-1.4, 0.0, 0.1], [0.8, 0.3, -0.2], [-0.2, 0.4, -0.5], [0.7, -1.2, 0.3], [-0.9, 0.6, 0.2], [0.4, -0.6, 0.0], [0.2, 1.1, -0.2], [-0.1, -0.3, 0.0], [0.8, -0.5, -0.6], [0.2, 0.3, 1.1], [0.0, -0.2, 0.6], [0.1, -0.1, 0.1], [1.8, 0.9, -1.0], [-2.1, 1.5, 0.1], [0.7, -1.7, 0.1], [-1.8, 0.4, 0.5], [1.2, 0.2, 0.5], [0.1, 0.2, -0.5], [0.3, 0.3, -0.1], [0.4, -1.0, -0.2], [-0.6, 0.4, 0.2], [0.6, -0.1, 0.2], [0.3, -0.1, -0.4], [-0.2, 0.2, -0.5], [0.1, -0.5, -0.4], [-0.4, -0.1, 0.3], [-0.2, 0.4, 0.2], [0.1, 0.5, -0.3], [-0.3, 0.3, -0.3], [0.5, -0.4, 0.3], [0.4, 0.0, 0.3], [-0.1, -0.3, 0.4], [-0.3, -0.3, 0.2], [0.1, -0.3, 0.3], [-0.3, 0.1, 0.4], [-0.7, -0.2, -0.3], [-0.1, 0.0, 0.0], [-0.5, -0.1, 0.1], [0.1, 0.4, 0.2], [0.1, -0.3, -0.7], [-0.3, 0.3, -0.3], [0.1, 0.0, -0.2], [-0.2, 0.0, -0.1], [-0.3, 0.1, -0.3], [0.4, 0.0, -0.1], [0.0, 0.0, 0.0], [-0.1, 0.7, 0.0], [0.0, -1.5, -0.1], [0.0, 0.2, 0.0], [-0.1, 1.4, 0.0], [0.0, -0.2, 0.0], [-0.1, -0.6, -0.1], [0.4, 0.0, -0.5], [-0.6, -0.1, 1.2], [0.1, 0.0, -0.1], [0.7, 0.1, -1.2], [-0.1, 0.0, 0.2], [-0.2, 0.0, 0.6]],
  "homo_lumo_gap_ev": 7.79,
  "total_charge": -1,
  "homo_ev": -7.16,
  "lumo_ev": 0.6
}